# 1
Below is a 2-piece molecular cluster, C4H8O2 overall in a non-equilibrium geometry, with properties calculated with ωB97M-V with the def2-TZVPD basis set.

Net charge: -1
Electronic energy, eV: -8370.027
<S²>: 0.76
HOMO-LUMO gap (spin up / spin down), eV: 2.45 / 5.65
Energy above the lowest of the compared OMol25 structures with the same formula, charge and spin, kcal per mole: 25.1
LUMO energy (spin up / spin down), eV: 2.97 / 2.94
2S+1: 2
HOMO energy (spin up / spin down), Eh: 0.019 / -0.100

The geometry in XYZ format:
```
14
C4H8O2 ωB97M-V with the def2-TZVPD basis set
C 0.279 -0.204 2.199
C 0.073 0.950 1.465
O -0.455 2.051 2.072
C 0.581 1.180 0.114
C 0.685 2.340 -0.528
H 0.125 -0.271 3.268
H 0.365 -1.170 1.616
H -1.106 1.769 2.715
H 0.997 0.386 -0.463
H 0.441 3.350 -0.187
H 0.864 2.418 -1.604
H -0.580 -3.595 -3.306
H -1.332 -4.995 -3.429
O -0.935 -4.207 -3.934
```



# 2
Below is a 2-piece molecular cluster, C2H7N2O overall in a non-equilibrium geometry, with properties calculated with ωB97M-V with the def2-TZVPD basis set.

Net charge: +1
Electronic energy, eV: -7203.844
HOMO-LUMO gap (spin up / spin down), eV: 9.70 / 9.70
Energy above the lowest of the compared OMol25 structures with the same formula, charge and spin, kcal per mole: 122.2
LUMO energy (spin up / spin down), eV: -5.48 / -5.48
2S+1: 1
HOMO energy (spin up / spin down), Eh: -0.558 / -0.558

The geometry in XYZ format:
```
12
C2H7N2O ωB97M-V with the def2-TZVPD basis set
C 0.108 0.014 0.245
C -2.131 0.442 -0.451
N 1.001 0.038 -0.732
N 0.555 -0.205 1.459
O 2.383 -0.082 -0.571
H -2.475 -0.590 -0.271
H -2.345 1.466 -0.018
H -1.744 0.608 -1.505
H 0.556 0.047 -1.627
H -0.146 -0.381 2.158
H 1.508 -0.401 1.696
H 2.731 -0.958 -0.383
```



# 3
Below is C23H31N2O6PS2W as an isolated structure, with properties calculated with ωB97M-V with the def2-TZVPD basis set.

Electronic energy, eV: -72405.009
HOMO-LUMO gap, eV: 7.80
Energy above the lowest of the compared OMol25 structures with the same formula, charge and spin, kcal per mole: 12.2
LUMO energy, eV: -1.10
2S+1: 1
HOMO energy, Eh: -0.327

The geometry in XYZ format:
```
66
C23H31N2O6PS2W ωB97M-V with the def2-TZVPD basis set
W 0.400 -0.136 0.260
C 3.155 6.191 -1.443
C 2.289 5.666 -0.289
C 1.778 6.848 0.546
C 3.159 4.783 0.605
C 1.097 4.903 -0.864
C 0.187 5.574 -1.702
C -0.895 4.932 -2.260
C -1.081 3.584 -1.967
S -2.332 2.525 -2.532
C -1.648 1.251 -1.606
N -0.568 1.556 -0.935
C -0.201 2.896 -1.132
C 0.896 3.564 -0.585
C -2.193 -0.085 -1.495
C -3.369 -0.475 -2.131
C -3.853 -1.750 -1.913
C -3.146 -2.612 -1.080
C -1.958 -2.219 -0.481
C -1.446 -0.930 -0.666
H 4.014 6.736 -1.047
H 2.598 6.870 -2.091
H 3.525 5.367 -2.054
H 2.620 7.405 0.961
H 1.159 6.498 1.375
H 1.182 7.540 -0.051
H 3.991 5.373 0.993
H 3.577 3.936 0.057
H 2.600 4.393 1.458
H 0.339 6.621 -1.928
H -1.578 5.459 -2.912
H 1.578 3.014 0.037
H -3.901 0.212 -2.780
H -4.767 -2.076 -2.391
H -3.517 -3.615 -0.911
H -1.427 -2.935 0.133
C -0.724 2.858 4.131
C -0.125 2.265 2.858
P -1.131 0.996 2.008
C -1.684 -0.106 3.355
C -2.324 -1.438 2.967
C -2.624 1.926 1.492
C -3.891 1.096 1.282
H -0.067 3.639 4.515
H -0.827 2.106 4.913
H -1.702 3.310 3.966
H 0.840 1.800 3.063
H 0.067 3.043 2.114
H -2.369 0.491 3.966
H -0.790 -0.292 3.954
H -3.168 -1.316 2.292
H -2.689 -1.930 3.870
H -1.602 -2.105 2.501
H -2.370 2.488 0.593
H -2.801 2.666 2.275
H -3.726 0.255 0.609
H -4.674 1.720 0.850
H -4.264 0.705 2.228
O 0.180 -3.584 1.672
S 1.132 -2.578 1.307
O 2.504 -2.810 1.590
O 0.880 -2.099 -0.141
O 0.649 -1.201 1.926
O 1.720 1.185 0.929
N 2.357 0.258 0.107
O 1.714 0.409 -1.113
```